[1]
# C10H8CrN5O6P2S4

A molecular structure, C10H8CrN5O6P2S4 at a distorted geometry (the ωB97M-V functional and the def2-TZVPD basis, the OMol25 dataset).

Properties
- Frontier orbital gap (alpha / beta): 6.98 / 7.13 eV
- Maximum force: 4.11 eV Å⁻¹
- HOMO (alpha / beta): -2.5 / -2.7 eV
- Calculated total energy: -120586.4382 eV
- Expectation value of S²: 3.814

ORCA input file:
```
! wB97M-V def2-TZVPD RIJCOSX def2/J DEFGRID3
* xyz -2 4
Cr 1.1429 -0.2822 0.1849
S 1.9298 -2.5260 -0.3318
C 0.8613 -3.0525 0.8688
S 0.0384 -1.7962 1.7196
C 0.7098 -4.3799 1.3287
C 1.4287 -5.4009 0.7328
N 2.1290 -6.1625 0.1779
C -0.1015 -4.6615 2.4623
N -0.8732 -5.0242 3.2394
N -3.0106 1.7932 -1.6679
C -2.3366 1.1401 -0.5033
C -3.4550 0.9493 0.5398
P -0.9462 2.1743 0.1640
O -0.2996 2.8317 -1.1635
O -1.4676 3.3053 0.9625
O 0.0605 1.2094 0.7455
P -1.8150 -0.5859 -1.2196
O -2.3122 -1.7579 -0.3121
O -2.7322 -0.6167 -2.5334
O -0.3572 -0.5321 -1.3916
H -2.3572 2.4258 -2.1720
H -3.7878 2.3581 -1.4405
H -3.0214 0.3605 -2.5949
H -3.8097 2.0051 0.8617
H -3.0725 0.3755 1.3469
H -4.2640 0.4002 0.0647
H 0.6112 2.3217 -1.2660
H -1.6362 -1.8364 0.4186
S 2.9461 0.2380 1.6704
C 3.7691 1.4310 0.7822
C 4.8674 2.0768 1.4448
N 5.8642 2.5475 1.8865
C 3.5446 1.7013 -0.5177
S 2.3067 0.9523 -1.5585
C 4.3471 2.6553 -1.1921
N 5.0992 3.3622 -1.7371
*
```



[2]
# C3H5N2O

A gas-phase ion, C3H5N2O (charge +1) at a distorted geometry (the ωB97M-V functional and the def2-TZVPD basis, the OMol25 dataset).

Properties
- Frontier orbital gap: 10.61 eV
- Maximum force: 4.75 eV Å⁻¹
- Structure (SMILES): C=NC(=O)[NH+]=C
- HOMO: -15.6 eV
- Relative energy (zero: lowest compared OMol25 entry of this formula, charge and spin): 293.4 kJ/mol
- Calculated total energy: -8210.1519 eV

ORCA input file:
```
! wB97M-V def2-TZVPD RIJCOSX def2/J DEFGRID3
* xyz 1 1
C -2.3023 -0.2940 -0.1463
N -1.3299 0.2870 0.4227
C -0.2144 0.8519 0.1440
O 0.1918 1.9072 -0.0947
N 0.9640 -0.4267 0.2952
C 2.1455 -0.0223 -0.0004
H -3.2681 -0.3909 0.5793
H -2.3244 -0.7102 -1.1108
H 0.8820 -1.5210 0.4107
H 2.9336 -0.7226 -0.2427
H 2.3223 1.0417 -0.2570
*
```



[3]
# H10O5

5 unconnected molecules or ions with the total composition H10O5 (the ωB97M-V functional and the def2-TZVPD basis, the OMol25 dataset).

Properties
- Frontier orbital gap: 11.89 eV
- Maximum force: 0.51 eV Å⁻¹
- Structure (SMILES): O.O.O.O.O
- HOMO: -11.5 eV
- Relative energy (zero: lowest compared OMol25 entry of this formula, charge and spin): 138.9 kJ/mol
- Calculated total energy: -10399.4095 eV

ORCA input file:
```
! wB97M-V def2-TZVPD RIJCOSX def2/J DEFGRID3
* xyz 0 1
O 0.0203 -0.4818 1.1604
H -0.9274 -0.3113 1.1160
H 0.1979 -1.0229 0.3829
O 1.1449 3.4579 -0.4032
H 0.9539 2.6938 0.1523
H 0.6717 4.1816 0.0226
O 4.9160 -1.4622 -0.0947
H 5.2729 -2.3529 -0.1852
H 4.1379 -1.4624 -0.6634
O -2.9983 -2.2438 -0.5200
H -3.5288 -2.6221 0.1902
H -3.6240 -2.1283 -1.2440
O -2.3579 1.4401 0.2359
H -2.1497 0.4990 0.2415
H -1.7295 1.8155 -0.3912
*
```



[4]
# C19H22BrCoN

A molecular structure, C19H22BrCoN at a distorted geometry (the ωB97M-V functional and the def2-TZVPD basis, the OMol25 dataset).

Properties
- Frontier orbital gap (alpha / beta): 6.06 / 5.17 eV
- Maximum force: 4.70 eV Å⁻¹
- HOMO (alpha / beta): -2.8 / -4.1 eV
- Calculated total energy: -129216.1148 eV
- Expectation value of S²: 6.036

ORCA input file:
```
! wB97M-V def2-TZVPD RIJCOSX def2/J DEFGRID3
* xyz -1 5
C -2.6321 2.3937 0.5375
C -3.1794 1.8398 1.7166
C -2.1261 1.6086 2.6596
H -4.2312 1.6588 1.9035
C -0.8719 2.0472 2.0703
C -1.2119 2.4474 0.6978
H -0.5217 2.9172 -0.0117
H -3.1674 2.7813 -0.3279
H -2.2256 1.3389 3.6963
H 0.0825 2.1519 2.6068
Co -1.3894 0.5134 1.1686
Br -2.2603 -1.2033 -0.0374
C -1.5190 0.1503 -3.0248
C -0.8166 1.3928 -2.9738
C -1.7765 2.4425 -3.1160
H 0.2585 1.5238 -2.8767
C -3.0520 1.8330 -3.3617
C -2.8914 0.4182 -3.2833
H -3.6750 -0.3256 -3.3501
H -1.0731 -0.8257 -2.9045
H -1.5669 3.5148 -3.0486
H -3.9753 2.3666 -3.5969
C 3.3751 0.2904 -0.1374
N 2.7461 -0.8581 -0.7192
C 3.6444 -1.9318 -1.0511
C 1.3191 -1.0023 -0.6228
C 0.9296 -1.5602 0.7077
C 1.2818 -2.8793 1.0231
C 0.9616 -3.3377 2.3116
C 0.7738 -2.4039 3.3432
C 0.4534 -1.0701 3.0067
C 0.2654 -0.7865 1.6710
H 4.3977 0.3131 -0.5334
H 3.4482 0.2457 0.9684
H 2.8373 1.1949 -0.4526
H 3.8936 -2.5979 -0.1965
H 3.2565 -2.5261 -1.8947
H 4.5869 -1.4444 -1.3462
H 0.8865 -0.0037 -0.7998
H 0.9738 -1.6598 -1.4386
H 1.8018 -3.5017 0.2982
H 0.9470 -4.4196 2.5289
H 0.7760 -2.7136 4.3927
H 0.2665 -0.3328 3.7975
*
```



[5]
# C6H8KNaO6

A molecular structure, C6H8KNaO6 at a distorted geometry (the ωB97M-V functional and the def2-TZVPD basis, the OMol25 dataset).

Properties
- Frontier orbital gap: 5.69 eV
- Maximum force: 7.21 eV Å⁻¹
- HOMO: -6.1 eV
- Relative energy (zero: lowest compared OMol25 entry of this formula, charge and spin): 208.8 kJ/mol
- Calculated total energy: -39372.8018 eV

ORCA input file:
```
! wB97M-V def2-TZVPD RIJCOSX def2/J DEFGRID3
* xyz 0 1
Na 0.9082 0.1687 1.7526
O -0.4552 0.2389 -0.0235
O -2.5688 -1.1211 0.1765
C -3.1281 -0.6665 1.4123
C -2.0536 -1.0399 2.4291
O -0.8978 -1.3127 1.6143
C -1.1946 -1.1735 0.2434
H -3.3303 0.4129 1.3738
H -4.0781 -1.1884 1.5739
H -2.2759 -1.9516 2.9977
H -1.8577 -0.2261 3.1410
K -0.0338 -1.8396 -2.0953
O -0.0401 0.4333 -2.1757
O 1.1922 2.0253 -1.3371
C 2.4655 1.6719 -1.8739
C 2.8611 0.3501 -1.1616
O 1.5976 0.3456 -0.2662
C 0.4830 0.8314 -1.0731
H 2.3752 1.5022 -2.9569
H 3.1445 2.4755 -1.5619
H 3.5889 0.4505 -0.3385
H 3.2981 -0.3869 -1.8510
*
```



[6]
# C3H7NO2S

2 unconnected molecules or ions with the total composition C3H7NO2S at a distorted geometry (the ωB97M-V functional and the def2-TZVPD basis, the OMol25 dataset).

Properties
- Frontier orbital gap: 9.49 eV
- Maximum force: 2.97 eV Å⁻¹
- HOMO: -9.0 eV
- Relative energy (zero: lowest compared OMol25 entry of this formula, charge and spin): 286.3 kJ/mol
- Calculated total energy: -19642.6374 eV

ORCA input file:
```
! wB97M-V def2-TZVPD RIJCOSX def2/J DEFGRID3
* xyz 0 1
C -1.8384 0.1438 1.0126
C -2.0534 2.3542 -0.1271
C 2.0837 -2.2832 -0.3978
N -2.2313 1.2478 0.7730
O -1.4539 -0.9126 1.3219
O 1.5884 -0.1320 1.1278
S 1.1946 -0.7041 -0.1365
H -1.2981 1.9842 -0.9205
H -3.0461 2.5315 -0.5811
H -1.6465 3.3324 0.3054
H 2.0021 -2.5247 -1.4441
H 3.1442 -1.8740 -0.0620
H 1.6987 -3.1327 0.2555
H 1.8559 -0.0305 -1.1272
*
```



[7]
# C16H23FN2O

A molecular structure, C16H23FN2O at a distorted geometry (the ωB97M-V functional and the def2-TZVPD basis, the OMol25 dataset).

Properties
- Frontier orbital gap: 8.67 eV
- Maximum force: 19.24 eV Å⁻¹
- HOMO: -8.2 eV
- Relative energy (zero: lowest compared OMol25 entry of this formula, charge and spin): 64.5 kJ/mol
- Calculated total energy: -24695.2868 eV

ORCA input file:
```
! wB97M-V def2-TZVPD RIJCOSX def2/J DEFGRID3
* xyz 0 1
C 0.2795 1.1874 -3.7313
H 0.3416 0.0724 -3.3336
H 0.0682 0.9707 -4.7391
C 1.4580 1.9638 -3.5292
C 1.1179 3.3506 -4.2072
H 1.0729 3.4711 -5.2038
H 2.1935 4.2306 -3.9682
H 0.4761 3.7814 -3.6594
C 1.8772 1.9691 -2.1308
C 2.2171 0.6736 -1.5428
O 3.5914 0.1919 -1.7744
N 1.4942 -0.1854 -0.9686
C -0.1333 0.2308 -0.5228
H -0.5691 -0.5254 -0.7490
C -0.0339 0.1491 1.0396
N 0.5004 -0.8635 1.6991
C 1.6297 -1.2450 1.1858
C 1.8202 -1.2707 -0.3540
H 1.1876 -2.2980 -0.6566
H 2.9279 -1.4628 -0.6412
H 2.4674 -0.6564 1.4663
H 2.2432 -2.2031 1.6020
C -0.4158 -2.0776 1.7059
C -1.5830 -1.6149 2.5842
C -1.4006 -1.5332 3.7404
C -2.5837 -1.0181 4.6871
C -4.0185 -1.0932 4.1510
C -3.9730 -1.7883 3.0023
C -2.9662 -1.8239 2.0825
H -3.2215 -2.2789 1.1598
H -5.0152 -1.9364 2.6097
H -4.7169 -1.0262 4.7735
F -2.3099 -0.4957 5.9051
H -0.5686 -1.0318 4.0793
H -0.0795 -2.9347 1.9735
H -0.7339 -2.3649 0.7454
H 0.6121 0.8818 1.4269
H -0.9213 0.6577 1.5976
H -0.2087 1.2135 -0.7881
H 1.2135 2.5250 -1.4917
H 2.6620 2.8323 -1.7982
H 2.5689 1.7395 -4.0252
H -0.5678 1.6360 -3.4021
*
```



[8]
# C11H15NO

C11H15NO in the gas phase at a distorted geometry (the ωB97M-V functional and the def2-TZVPD basis, the OMol25 dataset).

Properties
- Frontier orbital gap (alpha / beta): 6.48 / 7.25 eV
- Maximum force: 8.63 eV Å⁻¹
- HOMO (alpha / beta): -5.6 / -9.5 eV
- Relative energy (zero: lowest compared OMol25 entry of this formula, charge and spin): 0.0 kJ/mol
- Calculated total energy: -15181.6147 eV
- Expectation value of S²: 2.025

ORCA input file:
```
! wB97M-V def2-TZVPD RIJCOSX def2/J DEFGRID3
* xyz 0 3
C -1.9131 -0.5883 3.9001
C -1.3951 0.7462 3.6892
C -1.8286 -1.4948 2.9667
C -1.0492 1.1418 2.4730
C -1.1751 -1.2618 1.6306
C -0.7555 0.1354 1.4485
C 0.1001 -0.3876 -0.6433
C -0.7588 -1.4934 -1.2674
C 1.1239 1.8215 -1.4714
C 1.7413 -0.1315 -2.6220
C 0.5809 0.5318 -1.9527
N -0.1683 0.6462 0.4538
O -1.9389 -1.6446 -1.2907
H -2.2108 -0.9397 4.9070
H -1.3759 1.4146 4.5289
H -2.1809 -2.5048 3.1827
H -0.6683 2.1429 2.3128
H -0.4563 -2.0624 1.4846
H 1.0019 -0.8092 -0.2330
H -0.1715 -2.1260 -1.9435
H 1.7441 1.6045 -0.6004
H 0.4235 2.4406 -1.0500
H 1.7756 2.3166 -2.2751
H 2.1121 0.5829 -3.3777
H 1.5700 -0.9219 -3.2882
H 2.4778 -0.2891 -1.7943
H -0.2590 0.6493 -2.6909
H -1.8873 -1.2693 0.7428
*
```



[9]
# C5H17BeN8O7

A molecular structure, C5H17BeN8O7 at a distorted geometry (the ωB97M-V functional and the def2-TZVPD basis, the OMol25 dataset).

Properties
- Frontier orbital gap: 7.08 eV
- Maximum force: 4.08 eV Å⁻¹
- HOMO: -11.9 eV
- Relative energy (zero: lowest compared OMol25 entry of this formula, charge and spin): 0.0 kJ/mol
- Calculated total energy: -32113.3599 eV

ORCA input file:
```
! wB97M-V def2-TZVPD RIJCOSX def2/J DEFGRID3
* xyz 1 1
Be 0.2808 0.0283 1.4022
O 1.1312 1.8349 -2.5874
C 0.8787 1.2559 -1.3892
O 0.2634 0.1697 -1.3403
O 1.3999 1.7739 -0.3718
H 0.7720 1.1928 -3.2149
C 0.4439 -2.9043 -0.4132
O 0.1473 -2.0358 0.4145
N 0.6656 -4.2174 -0.1647
N 0.4567 -2.5568 -1.7269
H 0.4418 -4.5787 0.7445
H 0.8955 -4.7739 -0.9655
H 0.9584 -3.0056 -2.4714
H 0.2059 -1.5765 -1.8483
C 3.6125 -0.0744 1.0427
O 2.5521 -0.5307 1.5010
N 4.3419 -0.8086 0.1610
N 4.1571 1.1110 1.3558
H 5.2156 -0.4451 -0.1688
H 4.0201 -1.7312 -0.0633
H 5.0103 1.4229 0.9315
H 3.6593 1.7514 1.9473
C -1.5601 3.0550 0.8144
O -1.2306 1.9175 1.1485
N -2.6391 3.7102 1.3614
N -0.8076 3.8014 -0.0184
H -3.0601 4.4002 0.7598
H -3.2715 3.0606 1.8034
H -1.0508 4.7458 -0.2515
H 0.0441 3.3894 -0.3763
C -3.0963 -0.9360 0.5302
O -2.1901 -0.5792 1.2751
N -2.8933 -1.8564 -0.4575
N -4.4015 -0.5725 0.6538
H -3.6864 -2.3727 -0.7903
H -1.9704 -2.1703 -0.6918
H -5.1013 -0.9254 0.0320
H -4.5955 0.0309 1.4322
*
```



- The highest calculated total energy belongs to which entry?
  C3H5N2O



- Among the records above, which one has the lowest maximum force?
  H10O5



- What is the maximum force in the eighth record?
  8.63 eV Å⁻¹



- The lowest calculated total energy belongs to which entry?
  C19H22BrCoN